{"formula": "C3H4ClINP", "method": "ωB97M-V/def2-TZVPD", "symbols": ["C", "C", "C", "N", "P", "Cl", "I", "H", "H", "H", "H"], "positions_angstrom": [[0.4275, -2.6051, -0.5151], [0.6438, -1.4135, 0.1319], [0.5700, 1.2985, 0.1431], [0.5590, -2.5846, -1.7690], [1.3627, -0.2473, 0.9463], [-0.3056, -3.8879, 0.4434], [-3.0893, -0.2239, 0.1688], [-0.5149, 1.2448, 0.2638], [1.0670, 2.0952, 0.6684], [0.8662, 1.3330, -0.9147], [0.5172, -3.5080, -2.2402]], "homo_lumo_gap_ev": [8.09, 5.18], "e_above_lowest_kj_mol": 204.9, "homo_ev": [-9.61, -8.48], "e_tot_ha": -1270.56431}